Record 1
A cluster of 9 separate species, C27H54O30P2S in total in a non-equilibrium geometry, computed with ωB97M-V/def2-TZVPD.

Last column: Löwdin charge in e.
CARTESIAN COORDINATES (ANGSTROEM)
O 1.05525 -0.84886 2.93784  0.265
C 0.48212 0.10887 2.72780  -0.554
O 0.86710 1.40071 2.94051  -0.037
C -0.27857 2.26736 3.25782  -0.358
P -0.03337 3.70879 2.09657  0.450
S -0.99093 5.22600 2.89752  0.138
C -1.38927 1.20244 3.01387  -0.302
P -3.04728 1.64593 2.28553  0.525
O -3.30926 0.65500 1.25103  -0.255
O -4.24082 1.56088 3.39308  -0.103
O -3.11029 3.10206 1.58356  -0.166
O -0.82340 0.19687 2.22240  0.051
H -0.09093 2.60636 4.28618  0.131
H 1.34424 4.04425 2.12848  -0.002
H -0.41468 3.44092 0.76146  0.013
H -1.65861 0.90316 4.05243  0.147
H -3.87242 1.65696 4.28790  0.087
H -3.70042 3.67796 2.09894  0.080
C 2.31970 7.21354 4.98741  -0.031
O 3.32055 6.41514 5.62915  0.009
C 2.95175 5.15585 5.85312  -0.620
O 1.88649 4.67330 5.56446  0.098
O 3.96503 4.52349 6.45051  0.007
C 3.70689 3.15260 6.75152  -0.041
H 2.73461 8.21029 4.85981  0.094
H 2.07249 6.80852 4.00684  0.088
H 1.42684 7.28201 5.60710  0.100
H 3.51632 2.58709 5.83946  0.094
H 2.86793 3.06122 7.44081  0.097
H 4.59761 2.75342 7.23029  0.094
C -4.88521 -4.44228 5.54547  -0.046
O -4.00099 -3.92893 4.54982  -0.001
C -4.58408 -3.10416 3.66993  -0.611
O -5.74342 -2.78486 3.66644  0.131
O -3.65344 -2.70302 2.80380  -0.034
C -4.13835 -1.80205 1.78990  -0.041
H -4.30091 -5.09173 6.19320  0.092
H -5.30240 -3.63322 6.14436  0.096
H -5.68139 -5.02830 5.08793  0.098
H -4.51939 -0.89630 2.23852  0.069
H -4.90782 -2.28626 1.18586  0.112
H -3.30325 -1.54812 1.15085  0.077
C -1.52729 -3.92632 1.32035  -0.018
O -0.74448 -3.66360 0.14834  0.017
C -1.14370 -4.30596 -0.94527  -0.586
O -2.07605 -5.06549 -1.02703  0.101
O -0.32461 -3.95875 -1.94314  -0.030
C -0.62725 -4.57208 -3.20089  -0.021
H -1.10316 -3.34495 2.13457  0.099
H -2.55072 -3.61663 1.16884  0.068
H -1.48075 -4.98271 1.58520  0.108
H -1.62199 -4.28388 -3.53967  0.102
H -0.54513 -5.65655 -3.13027  0.100
H 0.10159 -4.21526 -3.92605  0.095
C -0.49270 8.00707 -0.19942  -0.045
O -0.34872 8.57224 1.10256  -0.015
C -0.54536 9.89042 1.15184  -0.619
O -0.82193 10.60066 0.22100  0.125
O -0.38101 10.28619 2.41819  0.000
C -0.56332 11.68722 2.62122  -0.045
H -0.31298 6.93787 -0.11415  0.077
H -1.50376 8.15965 -0.57521  0.100
H 0.23947 8.43108 -0.88628  0.098
H -1.57713 11.98577 2.35700  0.098
H 0.16512 12.25768 2.04595  0.098
H -0.40520 11.88389 3.67903  0.092
C -0.58006 -0.10042 -4.20733  -0.035
O 0.21757 0.18173 -5.35711  0.003
C -0.17217 -0.45692 -6.46286  -0.618
O -1.10176 -1.21551 -6.55023  0.125
O 0.65066 -0.10695 -7.45460  0.003
C 0.35068 -0.72068 -8.70796  -0.043
H -0.17376 0.46841 -3.37406  0.092
H -1.61164 0.21112 -4.36717  0.100
H -0.53375 -1.16065 -3.95860  0.088
H -0.64455 -0.43593 -9.04760  0.097
H 0.43435 -1.80443 -8.63544  0.098
H 1.08232 -0.36070 -9.42736  0.092
C 3.18752 1.29706 0.75011  -0.043
O 4.06227 1.78685 -0.26284  0.015
C 3.47745 2.61245 -1.13436  -0.615
O 2.32037 2.95486 -1.12340  0.105
O 4.39450 2.99262 -2.02127  0.011
C 3.90799 3.88479 -3.02583  -0.036
H 3.76361 0.63906 1.39619  0.104
H 2.79731 2.11624 1.35149  0.069
H 2.37174 0.72224 0.30967  0.099
H 3.54552 4.80886 -2.57678  0.097
H 3.12260 3.41096 -3.61346  0.098
H 4.74277 4.11852 -3.68177  0.094
C 6.15658 -4.27518 -4.33516  -0.045
O 5.58016 -3.85928 -3.09778  0.003
C 4.28214 -3.55080 -3.17407  -0.618
O 3.60268 -3.59859 -4.16707  0.121
O 3.87198 -3.18232 -1.96086  0.011
C 2.48922 -2.82180 -1.89685  -0.028
H 7.20434 -4.49612 -4.14559  0.092
H 5.66915 -5.17744 -4.70307  0.097
H 6.09481 -3.47842 -5.07570  0.097
H 1.86189 -3.66279 -2.16654  0.073
H 2.28465 -1.96564 -2.54091  0.100
H 2.26734 -2.54213 -0.86946  0.097
C -1.50929 -11.30885 -3.77562  -0.048
O -1.72246 -9.91456 -3.98806  -0.002
C -2.32612 -9.29051 -2.96910  -0.619
O -2.68107 -9.80399 -1.94040  0.124
O -2.46297 -8.00617 -3.29448  0.005
C -3.09887 -7.20342 -2.28893  -0.045
H -1.01736 -11.69976 -4.66335  0.091
H -0.86141 -11.47283 -2.91507  0.097
H -2.45817 -11.82781 -3.64363  0.097
H -2.51734 -7.20417 -1.37573  0.086
H -4.11251 -7.55991 -2.09986  0.103
H -3.15181 -6.19149 -2.66640  0.074

Computed properties:
Total charge = 0

=====

Record 2
A structure of composition C27H55B2F3I2N6O7P in a non-equilibrium geometry, computed with ωB97M-V/def2-TZVPD.

Last column: Löwdin charge in e.
CARTESIAN COORDINATES (ANGSTROEM)
C 4.52255 -1.49540 2.34574  -0.138
C 3.84667 -2.70280 1.58265  -0.234
C 2.63403 -2.42006 0.55635  -0.193
C 1.74045 -1.13366 0.78506  -0.218
C 2.63501 0.04164 0.08970  -0.056
C 0.13096 -1.12244 0.40153  -0.169
C 0.07784 -2.13312 -0.82104  -0.169
C 0.95970 -1.84083 -2.13768  -0.127
C 0.20878 -2.42544 -3.47755  -0.146
F -0.30098 -3.76632 -3.27557  -0.102
N -0.31451 0.19746 -0.18359  0.082
B -1.61283 0.28625 -0.96254  -0.594
O -1.74003 1.35861 -1.96735  0.099
O -2.74545 -0.56240 -0.98077  -0.051
C -3.27918 -0.82144 -2.31189  -0.045
C -0.32508 1.42066 0.68196  -0.380
P 0.72082 2.90643 0.00109  1.038
C -0.38268 4.47549 -0.13374  -0.410
C -1.83750 4.25858 -0.73883  -0.173
C 1.93436 3.53060 1.37153  -0.382
C 2.24885 5.11046 1.04533  -0.174
C 0.08969 1.14435 2.15548  -0.124
C -0.75157 -0.16219 2.70290  -0.053
B -2.11467 0.54945 3.14694  -0.404
O -2.31843 0.82352 4.58879  0.038
C -3.37483 1.15872 2.33626  -0.144
C -4.82266 0.51420 2.69720  -0.108
C -0.65814 -1.54312 1.80385  -0.209
C -2.14788 -2.09167 1.73188  -0.506
I -2.70108 -3.73886 0.29299  0.950
C -2.80025 -2.87884 2.96966  -0.698
C -3.10094 -2.35664 4.39766  -0.205
I -4.88932 -3.27541 2.19740  0.792
N 0.14649 -2.61646 2.41486  0.096
C 0.11280 -4.00628 2.21321  -0.348
O -0.04362 -4.74779 3.25334  0.097
F 0.31095 -4.90526 1.12533  0.027
C 0.71082 -2.49126 3.75294  -0.275
O 1.93183 -2.32175 4.03731  0.137
F -0.06036 -2.45708 4.98565  0.050
H 5.14627 -1.91258 3.23090  0.097
H 5.30170 -0.99178 1.64896  0.085
H 3.84069 -0.69280 2.78641  0.067
H 4.68151 -3.24772 0.98480  0.126
H 3.47555 -3.51148 2.32953  0.107
H 2.13017 -3.43944 0.46694  0.100
H 3.18889 -2.29104 -0.46031  0.110
H 1.90148 -0.87558 1.90950  0.110
H 3.75436 -0.27259 0.05538  0.102
H 2.39955 0.23838 -1.01019  0.073
H 2.62187 0.95954 0.76586  0.045
H -0.95158 -2.32072 -1.32948  0.046
H 0.33325 -3.23991 -0.58401  0.111
H 1.16389 -0.75781 -2.41096  0.104
H 1.96394 -2.42045 -2.17592  0.125
H -0.55858 -1.68882 -3.89925  0.113
H 1.04868 -2.49281 -4.27396  0.143
H 0.33326 0.50842 -0.96033  0.126
H -0.93891 1.27388 -2.53620  0.122
H -3.87900 -1.81252 -2.23699  0.107
H -2.45479 -1.00239 -3.08246  0.095
H -4.04054 -0.02502 -2.63080  0.125
H -1.37850 1.91596 0.65448  0.111
H 0.15529 5.27238 -0.77629  0.099
H -0.51547 4.90636 0.93775  0.091
H -1.72046 3.96498 -1.85579  0.083
H -2.36291 5.29425 -0.76702  0.094
H -2.52495 3.55027 -0.16221  0.066
H 2.95319 3.01843 1.32469  0.074
H 1.44770 3.53889 2.41124  0.080
H 1.43642 5.71627 1.58566  0.071
H 3.24990 5.43316 1.53435  0.096
H 2.29893 5.31473 -0.07633  0.034
H -0.23480 2.06292 2.79406  0.151
H 1.22018 1.06554 2.40361  0.128
H -0.17440 -0.23406 3.71444  0.158
H -3.09723 0.32348 4.91392  0.080
H -3.45900 2.27254 2.66709  0.134
H -3.31791 1.17865 1.20049  0.079
H -5.58436 1.38455 2.59104  0.097
H -4.92772 0.13188 3.76348  0.068
H -5.08708 -0.23187 1.87598  0.034
H -2.97257 -1.36676 1.35080  0.053
H -2.46540 -3.98698 3.06823  0.061
H -2.37807 -1.68723 4.96647  0.072
H -3.28790 -3.26554 5.09998  0.115
H -4.11880 -1.79363 4.42193  0.038
C -1.40734 -3.40247 -6.94151  -0.699
O -1.53967 -2.18878 -6.85558  0.006
N -1.16552 -4.18633 -5.86405  0.159
N -1.49096 -4.06556 -8.11961  0.152
H -1.05317 -5.18309 -5.90947  0.104
H -1.09715 -3.72523 -4.97007  0.051
H -1.67009 -3.51539 -8.94446  0.110
H -1.38538 -5.05980 -8.21069  0.098
C 4.18604 6.00987 -2.68314  -0.687
O 3.87227 5.50113 -1.61504  0.000
N 4.70262 7.25780 -2.77345  0.157
N 4.04391 5.36852 -3.86782  0.152
H 4.96632 7.69290 -3.63906  0.100
H 4.82398 7.76782 -1.91307  0.112
H 3.66259 4.43670 -3.84238  0.106
H 4.29520 5.76808 -4.75412  0.100

Computed properties:
Relative energy (zero: lowest compared OMol25 entry of this formula, charge and spin) = 236.93 kcal/mol
Total charge = +1

=====

Number 1: E -119713.512 eV. Number 2: E -87147.892 eV.